Entry 1:
Computed, not measured: a 16-piece molecular cluster, C31H60Cl30F3N4S2 overall at a distorted geometry, with the ωB97M-V functional and the def2-TZVPD basis.

Geometry as XYZ:
```
130
Properties=species:S:1:pos:R:3:lowdin_charge:R:1
H -0.01 0.01 0.54 0.078
C 0.23 -2.90 0.87 -1.065
H -4.86 -7.31 2.36 0.073
Cl 6.36 3.94 9.99 0.491
H 5.53 -2.17 -3.66 0.029
C -3.56 -1.55 -1.48 -0.249
C 7.94 3.29 9.56 -1.044
C 0.89 -0.34 0.05 -0.464
Cl -0.58 1.83 -5.40 0.535
H 1.67 -0.44 0.80 0.028
H -1.88 6.95 -7.67 0.027
H -0.40 7.32 -8.59 0.028
N -1.02 -3.53 0.91 -0.185
H 4.82 -1.32 9.03 0.004
Cl -1.24 6.62 2.26 0.499
H 6.26 -0.06 0.44 -0.069
C 6.16 -0.19 1.51 -1.022
H -3.42 -3.89 2.30 0.061
C -3.38 -3.01 1.67 -0.182
H 8.13 3.49 8.51 0.025
H -0.99 3.29 -7.20 -0.049
C 2.20 -1.97 5.74 -1.022
H 2.54 -0.94 5.61 0.013
Cl -5.11 -1.23 4.60 0.519
Cl 4.54 -0.81 1.85 0.518
Cl 3.01 6.40 2.95 0.505
H -1.32 -4.51 2.74 0.113
C -4.52 -1.92 -0.34 -0.117
H -3.84 -4.00 -0.21 0.082
S 0.60 -2.01 -0.64 0.869
Cl 1.52 3.94 0.43 0.554
Cl 6.45 1.36 2.32 0.510
Cl 3.75 -2.82 -2.28 0.538
H -5.18 -3.58 0.78 0.115
C -1.94 -5.86 1.15 -0.166
Cl 0.65 8.84 2.10 0.491
H 8.91 4.63 2.46 0.029
H 6.88 -0.91 1.87 0.031
C -1.62 -2.53 -4.37 -0.565
N -2.89 -2.34 -3.66 0.102
C -2.73 -2.66 -2.17 -0.027
Cl -6.87 -4.42 -8.16 0.530
H 1.62 9.90 -1.11 0.024
H -1.28 -6.61 0.73 0.106
H 0.22 7.42 3.92 0.011
H -5.53 -1.99 -0.75 0.114
H -4.74 -5.58 2.40 0.030
C 4.25 6.68 1.72 -1.035
C -1.97 -2.51 1.43 -0.168
H 5.22 6.51 2.16 -0.067
H -2.42 0.49 -4.33 0.057
C 7.92 4.75 2.06 -1.001
Cl 0.14 3.50 -2.10 0.545
H -4.56 -1.09 0.36 0.127
F -1.83 -2.47 -5.70 0.148
C -5.20 -4.89 -8.50 -0.992
H 7.73 4.01 1.29 0.008
H 7.94 2.22 9.74 -0.049
H -0.03 -5.18 1.79 0.092
Cl -4.53 -4.06 5.04 0.540
Cl -1.40 5.31 -9.29 0.522
H -1.57 -2.13 2.38 0.126
C -4.23 -3.21 0.42 -0.180
F -1.17 -3.77 -4.07 0.174
Cl 3.09 -2.99 4.62 0.466
H 4.56 0.43 9.11 0.029
H -1.70 -2.55 -1.83 0.062
C -1.56 2.51 -6.71 -1.013
H 6.09 -3.04 -2.21 0.030
Cl 0.01 5.86 -6.79 0.525
H 3.15 9.59 -1.97 0.029
H -5.13 -5.97 -8.42 0.030
H 1.14 -2.05 5.51 0.022
C 5.21 -0.35 8.75 -1.019
H -6.57 -3.06 4.44 0.026
H 1.15 5.47 -1.32 -0.075
C -2.81 -6.58 2.19 -0.238
H -0.34 5.10 -0.44 0.015
Cl 1.27 9.42 -3.38 0.519
C -5.76 -2.80 5.10 -0.999
C -7.15 -3.94 -4.51 -0.973
C 0.56 4.69 -0.86 -0.990
C 5.40 -2.30 -2.59 -0.956
Cl 5.74 -0.75 -1.78 0.598
C -3.44 -1.12 -3.67 -0.321
H -4.96 -4.57 -9.50 0.028
Cl -5.48 -3.34 -4.56 0.582
H -4.97 -1.84 -2.84 0.051
C -0.39 7.89 3.16 -1.021
Cl -1.99 1.27 -7.90 0.521
F -0.70 -1.63 -3.99 0.161
C 2.12 9.27 -1.84 -1.003
Cl 9.23 4.03 10.51 0.505
C 1.35 0.67 -0.98 -0.366
H -2.47 2.92 -6.29 0.033
H 1.34 1.64 -0.48 0.000
H -1.12 8.54 3.61 0.026
H -6.12 -2.71 6.12 0.027
Cl -4.04 -4.17 -7.38 0.493
S 1.33 -2.89 2.06 0.733
Cl 4.20 8.32 1.08 0.488
Cl 2.45 -2.44 7.42 0.519
H 3.41 0.27 -0.59 0.020
H -3.00 -3.70 -2.06 0.128
H -2.58 -6.25 3.20 0.097
N -4.38 -1.03 -2.62 0.102
H 2.88 -0.30 -2.21 0.011
H 4.08 5.98 0.91 0.013
Cl 5.30 -0.25 6.99 0.508
H -7.24 -4.75 -5.22 0.002
H -2.55 -7.64 2.18 0.101
N -3.16 -0.16 -4.57 0.196
H -4.54 -6.42 0.89 0.070
H -7.81 -3.13 -4.78 0.037
C -0.97 6.54 -8.10 -1.000
Cl 7.78 6.36 1.34 0.543
H 3.12 1.40 -1.90 0.077
Cl -7.57 -4.52 -2.90 0.537
C -4.31 -6.47 1.95 -0.112
H -3.88 -2.22 2.23 0.077
Cl 6.80 -0.15 9.50 0.546
Cl 6.75 4.51 3.36 0.510
Cl 2.11 7.61 -1.24 0.532
H -1.99 -1.69 0.72 0.098
H -3.64 -0.10 -5.45 0.124
C -1.02 -4.76 1.72 -0.203
C 2.78 0.46 -1.45 -0.154
H -2.89 -0.79 -1.12 0.142
H -2.52 -5.49 0.31 0.083
H 0.66 0.77 -1.81 0.064
```

As for the largest force on an atom: 3.87 eV/Å. As for the total charge: +1. Its orbital gap is 5.82 eV. For the HOMO energy, the calculation gives -10.27 eV. The calculation puts the LUMO energy at -4.4 eV. For the total energy, the calculation gives -444568.849 eV.

Entry 2:
Computed, not measured: C31H61F3NO19PS2 as an isolated structure at a distorted geometry, with the ωB97M-V functional and the def2-TZVPD basis.

Geometry as XYZ:
```
118
Properties=species:S:1:pos:R:3:lowdin_charge:R:1
C 0.20 3.65 -0.11 -0.042
H -6.55 -1.87 -7.56 0.083
O 0.26 -3.43 -2.30 -0.005
C -1.74 -2.18 3.54 -0.222
C -0.75 -5.53 -1.61 -0.060
H 5.82 -7.95 -0.35 0.098
H -2.49 -1.61 5.48 0.086
O -3.06 -1.27 -4.77 0.100
C -1.35 0.16 -2.45 -0.056
H -2.88 1.09 -5.74 0.086
H -1.94 5.61 -1.57 0.107
H 4.60 -8.97 1.61 0.068
H 0.10 5.69 -0.66 0.156
H 3.24 6.07 -3.98 0.069
C -0.36 -4.05 2.80 -0.532
H -0.60 6.81 8.06 0.093
O -3.48 1.40 2.00 -0.234
H 6.84 4.39 -0.85 0.091
H -3.24 4.03 5.82 0.121
H 2.14 -5.31 -2.11 0.043
H -1.03 -4.46 -3.44 0.122
C -3.94 -0.71 -5.37 -0.524
H -1.50 -3.08 5.50 0.067
H -1.85 -0.38 -1.64 0.074
O 0.57 -4.43 2.14 0.099
H -1.53 -4.99 -1.07 0.080
C -0.29 4.75 -1.06 -0.228
C 2.91 -9.51 0.36 -0.235
H 0.04 -5.77 -0.89 0.067
H -2.53 5.61 5.56 0.114
O 3.93 5.83 -1.40 -0.013
F 1.16 3.72 -2.73 0.137
H -2.14 1.21 -0.38 0.108
N -1.59 1.98 -0.75 0.053
H 1.13 3.20 -0.44 0.125
H -7.40 -0.32 -7.72 0.081
O 1.87 -2.11 -1.62 0.060
H 1.87 -9.81 0.50 0.122
H -0.38 4.75 6.63 0.069
C -6.32 -0.56 -5.87 -0.238
H 6.54 5.66 -2.02 0.068
P 1.28 2.13 2.34 0.844
F 0.90 5.88 -2.78 0.103
O -1.14 0.83 1.86 -0.266
H 3.40 -4.18 -1.69 0.095
H -0.06 -0.69 0.03 -0.075
H -1.42 7.00 6.50 0.066
C 2.36 -4.44 -1.51 0.007
H -1.83 -1.18 3.13 0.100
H -2.26 -4.65 3.72 0.069
C -0.04 1.50 1.14 -0.802
C 3.86 -7.88 -1.18 -0.512
O -2.97 5.07 7.52 0.003
H -6.29 0.50 -5.62 0.113
C 0.26 4.70 -2.51 -0.516
H 3.54 -10.21 2.30 0.082
O -3.19 6.50 9.17 0.102
H 5.20 -9.56 -0.76 0.070
O -5.18 -1.24 -5.35 0.002
C 4.25 6.43 -3.75 -0.059
H 4.94 5.61 -3.95 0.070
C -1.14 4.08 6.23 -0.063
O 1.60 0.86 3.32 -0.268
H -1.37 2.26 -2.80 0.099
H -0.73 -1.51 5.32 0.084
C 6.14 4.74 -1.61 0.014
O 0.54 3.29 3.22 -0.266
C -0.22 -4.69 -2.75 -0.230
O 2.85 -8.31 -0.40 0.004
H -7.17 -0.99 -5.33 0.123
H 3.60 7.67 -2.13 0.121
O 3.66 -6.94 -1.90 0.097
H -4.52 1.17 -6.35 0.070
H 6.07 3.99 -2.39 0.097
H 5.70 -8.47 -2.04 0.091
C -2.64 6.21 8.14 -0.538
C 1.51 -3.24 -1.83 -0.514
H -1.16 3.19 6.87 0.090
H -2.63 -2.73 3.23 0.118
C 4.79 4.89 -0.95 -0.530
H 0.41 4.14 0.83 0.112
C -1.54 7.08 7.57 0.008
O -0.56 -2.73 2.94 -0.004
H -1.34 -5.92 2.93 0.088
H 0.11 1.64 -1.97 0.080
H -0.85 3.78 5.23 0.041
H 3.04 -8.51 2.26 0.084
S 0.90 0.20 0.32 0.902
H 1.24 3.68 3.75 0.055
H 5.30 7.26 -2.04 0.112
H 2.23 -4.69 -0.46 0.099
S -2.21 1.99 2.27 0.567
C -6.49 -0.80 -7.36 -0.065
H 0.55 -5.21 -3.32 0.116
C -0.77 2.53 0.25 -0.467
C -1.61 -2.09 5.05 -0.053
H 3.39 -10.31 -0.20 0.112
O -1.69 4.85 -1.04 0.029
C -1.25 -5.02 3.53 0.014
O -1.76 3.08 1.26 -0.127
H -5.65 -0.40 -7.92 0.067
C 3.56 -9.29 1.71 -0.062
C -3.67 0.51 -6.22 0.019
H 1.21 0.03 3.00 0.033
C -2.50 4.73 6.21 -0.227
C 4.32 6.87 -2.30 -0.238
H 4.49 7.26 -4.41 0.083
C 5.22 -8.52 -1.06 0.017
H -0.45 -0.39 -2.69 0.071
H -0.78 -5.27 4.48 0.095
O 4.42 4.14 -0.09 0.107
H -3.31 0.19 -7.20 0.097
C -0.97 1.60 -2.03 -0.225
H -2.02 0.15 -3.30 0.038
F -0.72 4.59 -3.43 0.129
O -2.08 2.36 3.63 -0.230
H -1.16 -6.47 -1.98 0.079
H -1.77 8.12 7.81 0.088
```

As for the largest force on an atom: 2.90 eV/Å. As for the total charge: 0. Its orbital gap is 8.79 eV. For the HOMO energy, the calculation gives -8.22 eV. The calculation puts the LUMO energy at 0.6 eV. For the total energy, the calculation gives -112640.545 eV.